Below is a cluster of 2 separate species, C4H13NO3 in total, with properties calculated with ωB97M-V/def2-TZVPD.

## Properties
**Energy relative to the best compared isomer or geometry (same formula, charge and spin)**: 42.8 kcal per mole
**LUMO energy (spin up / spin down)**: -0.1139 / -0.2968 Eh
**E**: -11981.769 eV
**M**: 123.15 g/mol
**⟨S²⟩**: 0.755

ORCA input file:
```
! RIJCOSX wB97M-V def2-TZVPD def2/J DEFGRID3
* xyz 1 2
H 0.3516 0.6856 3.5716
C 0.3585 1.4403 -0.0728
H -0.1541 1.6177 -1.0306
H -0.9401 -0.1172 -2.2860
H 0.0421 -1.1857 -0.7737
H 2.1198 -1.7071 -1.9397
H 0.4589 -1.1063 2.2995
O -1.8431 -0.1466 -1.9809
O 0.9180 0.8373 2.8175
H 1.8137 -0.2499 1.4464
C -0.2210 0.3174 0.7472
H -2.6688 -0.1390 -0.1050
C -1.9334 -0.6927 -0.6929
O 1.6445 -0.8745 -1.8273
H -2.3710 -1.6999 -0.7893
H 1.4046 1.4097 -0.3795
H 0.1683 2.4275 0.3572
C 0.7960 -0.1743 1.8410
N -0.6216 -0.8368 -0.0535
H 1.6462 -0.3964 -2.6510
H -0.9690 0.5911 1.5016
*
```